# 1
Below is a structure of composition C29H49Cl3N3NiO3Si, with properties calculated with ωB97M-V/def2-TZVPD.

Last column: Mulliken spin population.
Cartesian coordinates (Å):
C -3.92 -0.47 1.08  0.00
C -3.86 -0.22 -0.40  0.00
H -4.66 0.14 1.59  0.00
H -2.95 -0.31 1.53  0.00
H -4.18 -1.52 1.27  0.00
C -4.75 0.48 -1.10  0.00
C -5.98 1.16 -0.61  0.00
H -4.58 0.57 -2.17  0.00
H -6.10 1.09 0.47  0.00
H -6.87 0.72 -1.07  0.00
H -5.99 2.21 -0.89  0.00
Ni 0.17 -0.48 -0.02  1.79
Cl -0.10 -2.78 -0.03  0.07
Cl -0.34 -0.29 2.23  0.06
C 0.56 -1.41 -2.82  -0.01
O 0.89 -0.53 -2.00  -0.01
N 0.94 -1.41 -4.09  0.00
C 1.75 -0.35 -4.64  0.00
C 0.49 -2.45 -5.00  0.00
H -0.07 -2.24 -2.51  0.01
H 2.06 0.31 -3.84  0.00
H 1.18 0.22 -5.38  0.00
H 2.63 -0.76 -5.14  0.00
H -0.14 -3.15 -4.47  0.00
H 1.34 -2.98 -5.42  0.00
H -0.09 -2.01 -5.81  0.00
H -2.67 2.22 0.89  0.00
H -3.04 3.02 -1.47  0.00
C -1.72 2.75 0.92  0.00
C -2.12 3.60 -1.36  0.00
N -1.24 2.92 -0.44  0.01
H -1.02 2.16 1.49  0.00
C -0.15 2.30 -0.86  0.02
O 0.61 1.60 -0.17  0.00
H -1.65 3.69 -2.33  0.00
H 0.07 2.47 -1.93  0.00
H -1.87 3.72 1.38  0.00
H -2.37 4.59 -0.99  0.00
O -1.53 0.00 -0.67  -0.01
C -2.61 -0.81 -1.03  0.01
C -2.24 0.02 -3.39  0.00
C -2.71 -0.97 -2.53  0.00
H -1.77 0.89 -2.96  0.00
C -2.37 -0.11 -4.77  0.00
H -2.48 -1.82 -0.61  0.00
C -3.28 -2.11 -3.08  0.00
H -2.02 0.67 -5.42  0.00
C -2.95 -1.25 -5.31  0.00
C -3.40 -2.26 -4.46  0.00
H -3.63 -2.90 -2.43  0.00
H -3.05 -1.36 -6.38  0.00
H -3.84 -3.15 -4.87  0.00
Si -0.30 0.26 7.44  0.00
Cl -2.35 0.71 7.55  0.00
C 0.58 1.82 6.92  0.00
C -0.10 -1.10 6.18  0.00
C 0.23 -0.29 9.15  0.00
H 0.23 2.17 5.95  0.00
H 1.65 1.65 6.85  0.00
H 0.42 2.63 7.64  0.00
H 0.06 0.49 9.89  0.00
H 1.29 -0.54 9.16  0.00
H -0.32 -1.17 9.47  0.00
H -0.45 -0.79 5.20  0.00
H -0.65 -1.99 6.47  0.00
H 0.95 -1.38 6.09  0.00
C 5.95 0.78 -0.52  0.00
N 4.57 1.21 -0.85  0.00
C 4.64 2.04 -2.07  0.00
C 3.59 0.10 -1.09  -0.01
C 3.31 -0.83 0.09  0.03
C 4.42 -1.59 0.56  0.00
C 4.32 -2.47 1.62  -0.01
C 3.12 -2.64 2.25  0.00
C 1.99 -1.98 1.79  0.02
C 2.01 -1.06 0.68  0.01
H 6.33 0.03 -1.24  0.00
H 6.01 0.42 0.53  0.00
H 6.65 1.64 -0.53  0.00
H 4.22 1.81 -0.07  0.00
H 5.02 1.44 -2.93  0.00
H 3.65 2.45 -2.33  0.00
H 5.32 2.90 -1.92  0.00
H 2.65 0.61 -1.35  0.01
H 3.92 -0.52 -1.95  0.00
H 5.38 -1.56 0.09  0.00
H 5.19 -3.03 1.95  0.00
H 3.03 -3.34 3.08  0.00
H 1.09 -2.27 2.29  0.00

## Properties
HOMO-LUMO gap (alpha / beta) ... 0.148 / 0.196 Eh
Energy above the lowest of the compared OMol25 structures with the same formula, charge and spin ... 3.68 kcal per mole
Multiplicity ... 3
Total charge ... -1
Highest occupied orbital energy (alpha / beta) ... -2.390 / -3.691 eV

=====

# 2
Below is a structure of composition C29H49O15PbS5, with properties calculated with ωB97M-V/def2-TZVPD.

Last column: Löwdin charge in e.
Cartesian coordinates (Å):
Pb 0.31 -1.13 -0.74  0.51
C -1.67 -0.47 7.00  -0.13
C -2.35 -1.52 6.24  -0.65
C -3.77 -1.71 6.73  -0.11
O -2.16 -1.47 4.82  -0.29
H -1.08 -0.80 7.85  0.07
H -2.19 0.47 7.20  0.07
H -0.82 -0.09 6.43  0.07
H -1.83 -2.44 6.52  0.11
H -3.83 -1.71 7.81  0.06
H -4.37 -2.51 6.28  0.06
H -4.36 -0.80 6.57  0.06
C -0.45 0.69 -8.77  0.06
C 0.16 0.34 -10.02  -0.32
C 1.38 -0.72 -10.12  -0.28
O 2.02 -0.93 -11.14  0.06
C 1.77 -1.32 -8.79  0.07
C 1.07 -1.04 -7.68  -0.31
C -0.04 0.02 -7.66  -0.32
O -0.82 0.22 -6.61  -0.02
O 1.43 -1.66 -6.52  -0.05
O -0.22 0.88 -11.05  0.05
H -1.39 1.22 -8.78  0.13
H 2.65 -1.94 -8.72  0.12
C 7.11 3.81 3.23  -0.21
C 6.34 4.14 4.59  -0.20
C 5.34 2.99 4.75  -0.22
S 5.84 1.51 3.76  0.70
O 4.96 1.33 2.65  -0.31
O 6.15 0.43 4.70  -0.35
C 7.47 2.33 3.32  -0.22
H 7.98 4.42 3.01  0.10
H 6.35 4.04 2.48  0.11
H 5.79 5.09 4.65  0.11
H 7.05 4.25 5.41  0.10
H 4.34 3.26 4.43  0.10
H 5.26 2.74 5.81  0.10
H 7.97 1.86 2.47  0.10
H 8.11 2.07 4.16  0.10
C -7.97 -5.30 -0.41  -0.27
C -8.08 -3.87 -0.91  -0.21
C -7.13 -3.75 -2.17  -0.19
S -5.77 -5.01 -1.99  0.72
O -4.48 -4.35 -1.70  -0.37
O -5.86 -5.98 -3.06  -0.33
C -6.49 -5.68 -0.35  -0.19
H -8.52 -5.86 -1.17  0.11
H -8.49 -5.49 0.53  0.12
H -7.71 -3.15 -0.18  0.11
H -9.11 -3.73 -1.24  0.11
H -6.67 -2.77 -2.32  0.09
H -7.68 -4.01 -3.08  0.09
H -6.19 -5.03 0.47  0.10
H -6.18 -6.71 -0.19  0.10
C -5.08 6.43 1.68  -0.21
C -4.54 7.05 0.32  -0.16
C -2.95 6.70 0.29  -0.19
S -2.62 5.56 1.69  0.66
O -2.15 6.44 2.75  -0.34
O -1.81 4.44 1.22  -0.33
C -4.33 5.08 1.96  -0.21
H -6.16 6.33 1.60  0.10
H -4.82 7.19 2.42  0.10
H -4.58 8.14 0.42  0.09
H -5.14 6.75 -0.54  0.10
H -2.24 7.52 0.39  0.09
H -2.69 6.06 -0.56  0.08
H -4.30 4.49 2.87  0.11
H -4.56 4.42 1.12  0.10
C -0.39 -8.95 3.72  -0.22
C 0.91 -9.65 4.23  -0.22
C 1.95 -8.55 4.17  -0.22
S 1.78 -8.02 2.41  0.69
O 2.27 -9.03 1.52  -0.33
O 2.13 -6.62 2.14  -0.34
C -0.03 -8.25 2.40  -0.22
H -0.85 -8.22 4.38  0.11
H -1.17 -9.70 3.57  0.11
H 1.15 -10.53 3.64  0.12
H 0.73 -9.82 5.29  0.11
H 3.02 -8.72 4.28  0.10
H 1.68 -7.69 4.79  0.11
H -0.29 -8.88 1.54  0.10
H -0.52 -7.28 2.40  0.10
C 6.30 5.28 -5.72  -0.18
C 5.18 6.23 -6.21  -0.24
C 3.92 5.68 -5.64  -0.26
S 4.19 5.08 -3.91  0.70
O 3.66 3.75 -3.81  -0.33
O 3.72 6.06 -2.94  -0.34
C 6.08 5.06 -4.17  -0.18
H 7.27 5.73 -5.92  0.11
H 6.26 4.30 -6.17  0.11
H 5.26 6.52 -7.26  0.12
H 5.21 7.21 -5.73  0.11
H 3.58 4.90 -6.32  0.11
H 3.00 6.26 -5.60  0.10
H 6.50 4.19 -3.67  0.09
H 6.33 5.90 -3.52  0.08

## Properties
HOMO-LUMO gap ... 0.049 Eh
Energy above the lowest of the compared OMol25 structures with the same formula, charge and spin ... 262.50 kcal per mole
Multiplicity ... 1
Total charge ... -1
Highest occupied orbital energy ... -3.495 eV

=====

# 3
Below is a structure of composition C29H50BrNOP2Sr, with properties calculated with ωB97M-V/def2-TZVPD.

Last column: Löwdin charge in e.
Cartesian coordinates (Å):
N -6.97 5.41 -5.64  0.07
C -6.74 6.03 -4.48  -0.12
C -5.97 5.43 -3.47  -0.01
C -5.40 4.15 -3.69  -0.21
C -5.67 3.53 -4.93  -0.01
C -6.47 4.20 -5.87  -0.12
C -4.49 3.57 -2.70  -0.01
Sr 0.74 0.71 1.53  1.22
P 6.19 -1.06 0.12  1.01
C -3.53 2.66 -3.04  -0.04
C -2.65 2.03 -2.09  -0.20
C -1.49 1.38 -2.56  0.02
C -0.63 0.74 -1.64  -0.12
C -1.05 0.67 -0.33  -0.26
C -2.09 1.39 0.19  -0.12
C -2.94 2.06 -0.72  0.02
Br 1.97 -1.55 2.59  0.14
H -4.56 3.99 -1.69  0.12
H -3.37 2.44 -4.09  0.12
H -5.79 5.97 -2.55  0.11
H -5.27 2.55 -5.20  0.10
H -7.16 7.02 -4.34  0.12
H -6.71 3.74 -6.84  0.12
H -1.27 1.41 -3.63  0.13
H -3.84 2.59 -0.38  0.12
H 0.32 0.28 -1.97  0.11
H -2.32 1.43 1.27  0.09
P -0.38 -2.16 0.24  1.03
C 5.69 0.70 0.30  -0.44
C 6.80 1.66 -0.15  -0.17
H 5.46 0.86 1.36  0.07
H 4.77 0.86 -0.28  0.06
H 6.64 2.66 0.26  0.07
H 7.78 1.32 0.19  0.07
H 6.84 1.76 -1.24  0.07
C 5.43 -1.54 -1.49  -0.44
C 6.16 -2.70 -2.17  -0.16
H 5.47 -0.64 -2.12  0.08
H 4.38 -1.79 -1.31  0.06
H 5.89 -2.74 -3.23  0.07
H 7.25 -2.58 -2.12  0.07
H 5.90 -3.66 -1.72  0.07
C 5.15 -1.98 1.33  -0.48
C 5.90 -2.27 2.63  -0.17
H 4.82 -2.91 0.85  0.08
H 4.24 -1.39 1.53  -0.06
H 5.35 -2.99 3.24  0.07
H 6.88 -2.69 2.42  0.07
H 6.03 -1.37 3.23  0.07
C -0.31 -3.66 1.33  -0.41
C -1.44 -4.67 1.39  -0.11
H -0.13 -3.25 2.33  0.01
H 0.63 -4.17 1.06  0.08
H -2.36 -4.25 1.79  0.07
H -1.66 -5.11 0.42  0.08
H -1.15 -5.50 2.05  0.10
C 0.72 -2.70 -1.15  -0.36
C 0.22 -2.69 -2.60  -0.12
H 1.05 -3.72 -0.88  0.09
H 1.61 -2.06 -1.07  0.06
H -0.43 -3.54 -2.81  0.09
H -0.33 -1.77 -2.85  0.05
H 1.08 -2.75 -3.28  0.09
C -2.03 -2.33 -0.54  -0.39
C -3.17 -1.89 0.39  -0.13
H -2.15 -3.36 -0.88  0.10
H -2.01 -1.69 -1.43  0.07
H -3.92 -1.33 -0.18  0.09
H -3.66 -2.75 0.86  0.08
H -2.81 -1.22 1.18  0.05
C 1.03 0.64 5.59  -0.06
C -0.16 0.06 4.85  -0.25
O -0.45 0.85 3.64  -0.43
C -1.44 1.92 3.85  -0.24
C -2.84 1.39 4.06  -0.06
H 1.94 0.48 5.00  0.06
H 1.17 0.15 6.56  0.10
H 0.88 1.71 5.77  0.09
H 0.03 -0.95 4.48  0.06
H -1.07 0.08 5.47  0.12
H -1.10 2.50 4.72  0.13
H -1.38 2.55 2.96  0.11
H -2.95 0.80 4.98  0.09
H -3.51 2.25 4.14  0.10
H -3.18 0.78 3.21  0.07

## Properties
HOMO-LUMO gap (alpha / beta) ... 0.076 / 0.124 Eh
Energy above the lowest of the compared OMol25 structures with the same formula, charge and spin ... 77.60 kcal per mole
Multiplicity ... 1
Total charge ... +2
Highest occupied orbital energy (alpha / beta) ... -11.676 / -12.718 eV

=====

# 4
Below is a cluster of 5 separate species, C29H50Cl2N6O9 in total, with properties calculated with ωB97M-V/def2-TZVPD.

Last column: Löwdin charge in e.
Cartesian coordinates (Å):
C 3.02 -2.19 0.50  -0.07
C 2.71 -2.26 -1.07  -0.23
O 1.32 -2.08 -1.43  -0.24
C 0.46 -3.04 -0.77  -0.13
C -0.29 -2.28 0.41  0.04
C -0.20 -2.77 1.91  0.06
C 0.66 -4.07 2.34  -0.52
O 1.38 -4.03 3.41  -0.06
O 0.63 -5.26 1.63  -0.16
N -0.90 -1.99 2.88  0.04
N -1.62 -0.88 2.80  0.09
C -1.83 -0.33 1.52  -0.13
C -2.71 1.02 1.44  -0.52
Cl -2.06 2.46 0.49  0.65
C -3.96 1.17 2.09  -0.59
C -4.72 2.57 1.96  -0.14
Cl -4.71 -0.18 3.11  0.60
C -1.18 -1.01 0.28  0.02
C -1.43 -0.37 -1.19  -0.15
C -3.01 -0.54 -1.51  -0.15
C -3.32 -1.99 -2.20  -0.14
C -3.97 -3.04 -1.19  -0.18
O -5.18 -2.55 -0.52  -0.08
C -5.69 -3.53 0.39  -0.40
C -6.52 -3.04 1.70  -0.02
O -5.56 -4.77 0.25  0.04
H 2.86 -3.23 0.96  0.05
H 4.05 -1.75 0.77  0.10
H 2.25 -1.51 1.03  0.09
H 3.29 -1.38 -1.55  0.13
H 3.19 -3.21 -1.53  0.13
H -0.34 -3.36 -1.54  0.14
H 0.98 -4.01 -0.45  0.13
H -0.81 -2.37 3.85  0.18
H -5.12 2.71 0.89  0.10
H -5.56 2.68 2.75  0.09
H -4.00 3.46 2.18  0.07
H -0.89 -0.99 -2.02  0.06
H -1.04 0.70 -1.30  0.09
H -3.29 0.24 -2.31  0.12
H -3.67 -0.48 -0.58  0.10
H -4.07 -1.84 -3.06  0.13
H -2.37 -2.46 -2.62  0.10
H -3.25 -3.44 -0.38  0.14
H -4.32 -3.96 -1.81  0.14
H -5.78 -2.85 2.55  0.06
H -7.28 -3.85 2.02  0.10
H -7.12 -2.11 1.40  0.09
C -2.79 7.09 1.11  -0.34
O -3.28 6.11 1.66  -0.01
N -1.50 7.20 0.69  -0.18
C -1.00 8.39 0.05  -0.06
C -0.60 6.08 0.89  -0.06
H -3.39 7.99 0.91  0.13
H -0.64 8.13 -0.95  0.09
H -0.17 8.79 0.64  0.06
H -1.78 9.15 -0.04  0.08
H -1.01 5.20 0.38  0.06
H -0.54 5.86 1.96  0.09
H 0.39 6.31 0.51  0.08
C 0.15 -1.20 -4.08  -0.31
O -1.00 -0.83 -3.92  -0.01
N 0.66 -1.70 -5.24  -0.19
C 2.04 -2.12 -5.36  -0.05
C -0.21 -1.81 -6.40  -0.04
H 0.89 -1.15 -3.27  0.12
H 2.53 -1.53 -6.14  0.09
H 2.07 -3.17 -5.63  0.09
H 2.57 -1.97 -4.41  0.08
H -0.60 -0.82 -6.65  0.09
H -1.05 -2.46 -6.15  0.09
H 0.34 -2.23 -7.25  0.09
C 1.89 7.33 2.54  -0.32
O 1.35 8.19 1.86  0.00
N 3.01 7.52 3.30  -0.20
C 3.60 6.44 4.07  -0.06
C 3.62 8.83 3.34  -0.04
H 1.51 6.30 2.58  0.12
H 3.60 6.72 5.13  0.09
H 4.62 6.28 3.74  0.09
H 3.03 5.52 3.95  0.09
H 2.89 9.55 3.72  0.09
H 3.92 9.12 2.33  0.09
H 4.50 8.82 3.99  0.09
C 4.99 -5.05 0.21  -0.35
O 5.81 -4.18 -0.04  0.00
N 5.09 -6.36 -0.15  -0.20
C 4.06 -7.33 0.19  -0.05
C 6.25 -6.80 -0.90  -0.05
H 4.07 -4.82 0.78  0.12
H 4.51 -8.12 0.79  0.09
H 3.66 -7.76 -0.73  0.09
H 3.25 -6.86 0.75  0.09
H 7.15 -6.59 -0.32  0.09
H 6.30 -6.23 -1.84  0.09
H 6.18 -7.86 -1.12  0.09

## Properties
HOMO-LUMO gap ... 0.264 Eh
Multiplicity ... 1
Highest occupied orbital energy ... -8.445 eV

=====

Number 1: total energy -4702.86938 Eh, strongest force on any atom 0.0492 hartree/bohr. Number 2: total energy -4446.27064 Eh, strongest force on any atom 0.1291 hartree/bohr. Number 3: total energy -4551.79470 Eh, strongest force on any atom 0.0548 hartree/bohr. Number 4: total energy -3060.79393 Eh, strongest force on any atom 0.1306 hartree/bohr.